Density functional theory data (ωB97M-V/def2-TZVPD) for a structure of composition C22H26B2F2MnN7O4.

Structure (XYZ):
```
64
Properties=species:S:1:pos:R:3:forces:R:3
Mn -0.515632 0.685852 0.081399 -0.10 -0.29 0.18
C 3.076147 -0.634759 -0.182798 0.04 0.03 0.02
C 1.978038 -1.488420 0.356468 -0.02 -0.02 -0.06
C 2.036819 -2.825385 0.747195 -0.04 -0.01 0.06
C 0.758113 -3.143256 1.171438 -0.05 0.02 -0.06
C 0.240462 -4.432413 1.709453 0.00 -0.06 0.01
N -0.012071 -2.050724 1.020173 0.17 0.12 0.10
N 0.741110 -1.024273 0.520317 -0.30 0.06 -0.15
B -1.480407 -1.815226 1.462292 0.04 -0.12 -0.10
N -1.547657 -0.589938 2.396296 -0.07 0.12 0.17
N -1.161834 0.639259 1.955725 -0.07 0.00 -0.15
C -1.347609 1.507199 2.949218 0.07 -0.01 0.03
C -1.030491 2.955697 2.807971 0.01 0.07 -0.03
C -1.856463 0.830211 4.057722 0.01 -0.04 -0.01
C -1.966888 -0.493820 3.672005 0.07 -0.02 -0.10
C -2.440652 -1.666207 4.457982 -0.03 -0.02 0.05
N -2.361913 -1.510512 0.225093 -0.10 0.16 -0.05
N -2.169069 -0.341642 -0.439669 0.15 0.04 0.02
C -3.124987 -0.232013 -1.361425 0.02 -0.09 0.02
C -3.243297 0.969973 -2.235122 0.02 0.05 -0.04
C -3.944735 -1.359661 -1.305492 0.00 0.01 0.03
C -3.432943 -2.143710 -0.284587 0.09 0.02 0.03
C -3.907735 -3.456710 0.232102 -0.05 -0.05 -0.01
H 4.025595 -0.906450 0.276320 0.00 -0.01 -0.02
H 2.898548 0.417692 0.039726 0.00 -0.01 0.01
H 3.189640 -0.759729 -1.261973 -0.03 0.00 -0.01
H 2.894653 -3.475018 0.735900 0.02 -0.01 0.01
H 1.036899 -5.173093 1.716049 0.01 0.01 0.00
H -0.576831 -4.817162 1.099434 -0.01 0.00 0.00
H -0.129997 -4.317690 2.727883 0.00 0.00 0.00
H -1.893348 -2.778361 2.022405 -0.01 -0.06 0.02
H -0.626626 3.179500 1.821425 -0.01 -0.01 0.01
H -0.294863 3.262217 3.551463 0.00 0.00 0.01
H -1.923152 3.562937 2.957633 -0.01 -0.01 0.00
H -2.108157 1.244865 5.018215 -0.01 0.01 0.01
H -2.691543 -1.350326 5.468070 0.00 0.00 0.00
H -1.673315 -2.437272 4.520690 0.01 -0.01 0.00
H -3.327623 -2.112656 4.008692 0.00 -0.01 -0.01
H -2.515290 1.735935 -1.950840 0.01 -0.01 0.00
H -4.228658 1.423717 -2.131815 0.00 0.00 -0.01
H -3.106119 0.718478 -3.287166 0.00 -0.01 0.00
H -4.805845 -1.573315 -1.914422 -0.02 0.00 0.00
H -4.762883 -3.794073 -0.348963 0.00 0.01 0.00
H -4.209612 -3.383960 1.276827 0.00 0.00 0.00
H -3.126997 -4.213791 0.162017 0.01 0.00 0.00
O 0.896874 2.285829 -0.016466 -0.01 -0.03 -0.28
C 1.222852 2.102943 -1.176177 0.21 0.05 0.23
O 0.395399 1.252674 -1.877307 0.08 0.11 -0.03
C 2.459331 2.589497 -1.785529 -0.18 0.01 -0.11
C 3.129078 3.640053 -1.151984 0.05 0.00 -0.07
C 4.321230 4.108703 -1.675013 -0.03 -0.04 0.00
C 4.858484 3.523175 -2.814713 -0.04 0.01 0.04
C 4.182213 2.473092 -3.408317 -0.03 -0.05 -0.04
C 2.986628 1.987483 -2.924903 0.12 0.14 0.06
N 4.758425 1.829670 -4.612718 0.02 -0.02 0.00
O 5.806557 2.270106 -5.023063 -0.08 -0.04 0.01
O 4.131619 0.907246 -5.092136 0.06 0.06 0.02
H 2.705902 4.082400 -0.260903 -0.02 -0.01 0.01
H 4.837274 4.927835 -1.195714 0.01 0.01 0.00
H 5.790135 3.862691 -3.243528 0.01 0.00 -0.01
H 2.541064 1.139649 -3.426060 -0.03 -0.02 0.00
F 0.085142 2.531971 -3.814393 -0.07 -0.03 -0.09
B 0.001391 1.367554 -3.226274 0.16 -0.08 0.35
F -0.440379 0.285467 -3.796130 -0.05 0.07 -0.07
```
Positions in Å, forces in eV/Å.

Values from the calculation:
Largest force on an atom ... 0.393 eV Å⁻¹
Spin multiplicity ... 4
E_LUMO (alpha / beta) ... -4.161 / -4.209 eV
Kohn-Sham gap (alpha / beta) ... 7.342 / 6.961 eV
ΔE to the lowest compared entry with this formula, charge and spin ... 0.136 eV
HOMO energy (alpha / beta) ... -11.50 / -11.17 eV
Electronic energy ... -2938.64620 Ha
Net charge ... +1

Mulliken atomic charge list, values in e, 6 entries: Mn 0.334; C -1.136; C 0.794; C -1.582; C 0.993; C -1.294